1.
Here is a molecular structure, C18H30IrNO4P2S2Se2 from the OMol25 dataset. Energies are from ωB97M-V/def2-TZVPD.

As for the spin multiplicity: 5. Its LUMO energy (spin up / spin down) is 0.25 / -1.61 eV. For the frontier orbital gap (spin up / spin down), the calculation gives 6.612 / 6.163 eV. Its expectation value of S² is 6.022.

Each line ends with the Mulliken charge.
Element x y z (Å)
Ir: -0.122 -0.492 -0.269  0.626
O: 1.459 -2.239 2.921  -0.365
C: 0.359 -2.657 3.704  -1.367
C: -0.942 -1.970 3.280  2.321
C: -1.905 -2.261 4.452  -1.482
O: -3.221 -1.757 4.268  -0.500
C: -1.617 -2.565 2.028  -0.719
Se: -0.606 -2.807 0.372  -0.155
C: -0.802 -0.444 3.192  -1.510
Se: 0.432 0.400 1.923  -0.081
H: 2.255 -2.688 3.216  0.271
H: 0.542 -2.414 4.759  0.462
H: 0.208 -3.742 3.631  0.402
H: -1.470 -1.884 5.386  0.489
H: -2.020 -3.341 4.551  0.494
H: -3.199 -0.798 4.334  0.357
H: -2.464 -1.933 1.773  -0.371
H: -2.007 -3.553 2.277  0.504
H: -0.508 -0.052 4.169  0.428
H: -1.767 -0.011 2.919  0.306
C: -3.666 -1.719 -0.964  -1.418
P: -3.128 -0.188 -0.106  0.833
C: -4.601 0.088 0.967  -1.455
C: -3.485 1.039 -1.438  -1.063
C: -2.445 0.968 -2.562  -0.996
P: -0.727 1.118 -1.922  0.857
C: -0.762 2.820 -1.277  -1.148
C: 0.239 1.249 -3.453  -1.091
H: -2.909 -2.026 -1.685  0.306
H: -4.622 -1.557 -1.470  0.472
H: -3.772 -2.530 -0.243  0.416
H: -5.528 0.048 0.388  0.451
H: -4.525 1.063 1.451  0.343
H: -4.637 -0.675 1.747  0.384
H: -3.486 2.034 -0.987  0.420
H: -4.491 0.857 -1.824  0.539
H: -2.598 1.769 -3.289  0.560
H: -2.524 0.018 -3.096  0.376
H: -1.141 3.504 -2.040  0.409
H: 0.238 3.129 -0.983  0.221
H: -1.404 2.853 -0.397  0.308
H: -0.266 1.912 -4.158  0.461
H: 0.354 0.259 -3.895  0.326
H: 1.226 1.659 -3.229  0.201
O: 3.344 3.499 0.074  -0.646
S: 3.168 2.775 -1.150  0.857
O: 2.639 3.485 -2.288  -0.628
N: 2.253 1.425 -0.882  -0.172
C: 2.910 0.332 -1.181  0.946
S: 2.252 -1.224 -1.075  -0.610
C: 4.320 0.557 -1.635  -0.055
C: 5.260 -0.371 -2.047  -0.645
C: 6.505 0.093 -2.453  -0.578
C: 6.800 1.454 -2.454  -0.487
C: 5.853 2.388 -2.049  -0.632
C: 4.627 1.903 -1.641  0.194
H: 5.022 -1.427 -2.045  0.417
H: 7.258 -0.615 -2.778  0.385
H: 7.777 1.791 -2.778  0.389
H: 6.067 3.449 -2.043  0.440


2.
Here is a molecular structure, C16H26As2F6GeIrN2OS5 from the OMol25 dataset. Energies are from ωB97M-V/def2-TZVPD.

As for the spin multiplicity: 2. Its LUMO energy (spin up / spin down) is 3.90 / 3.77 eV. For the frontier orbital gap (spin up / spin down), the calculation gives 5.955 / 5.797 eV. Its expectation value of S² is 0.779. Its charge is -2.

Each line ends with the Mulliken charge.
Element x y z (Å)
Ir: -0.111 -0.124 -0.435  1.928
C: -3.831 -2.781 4.409  -1.041
C: -3.501 -1.301 4.217  -0.702
N: -3.550 -0.877 2.825  0.227
C: -4.768 -0.256 2.338  -0.900
C: -5.865 -1.248 1.954  -1.106
C: -2.475 -1.112 2.015  0.564
S: -2.638 -0.846 0.328  -0.470
N: -1.436 -1.675 2.608  0.182
C: -0.163 -1.540 2.279  -0.887
O: 0.326 -0.576 1.643  -0.978
C: 0.767 -2.562 2.845  0.638
C: 0.289 -3.719 3.453  -0.123
C: 1.172 -4.667 3.941  -0.637
C: 2.542 -4.469 3.820  -0.305
C: 3.021 -3.316 3.217  -0.707
C: 2.137 -2.364 2.734  -0.296
H: -3.744 -3.045 5.465  0.365
H: -3.128 -3.385 3.836  0.205
H: -4.841 -3.012 4.070  0.275
H: -2.498 -1.122 4.600  0.321
H: -4.201 -0.681 4.782  0.490
H: -4.504 0.322 1.455  0.406
H: -5.133 0.426 3.112  0.418
H: -5.470 -1.967 1.236  0.270
H: -6.695 -0.715 1.487  0.424
H: -6.242 -1.787 2.825  0.266
H: -0.780 -3.872 3.519  0.365
H: 0.793 -5.574 4.397  0.364
H: 3.234 -5.226 4.169  0.355
H: 4.086 -3.159 3.104  0.391
H: 2.505 -1.473 2.244  0.312
S: 3.944 0.471 -3.618  -0.486
As: 2.063 0.692 -2.662  0.294
S: 2.231 0.539 -0.480  -0.363
S: -0.616 -0.136 -2.561  -0.351
S: 1.342 2.639 -3.188  -0.520
F: 0.622 -2.407 -0.453  -0.674
As: 1.905 -3.502 -1.018  2.114
F: 0.703 -4.331 -1.959  -0.510
F: 3.114 -4.622 -1.580  -0.528
F: 2.233 -2.437 -2.335  -0.446
F: 3.084 -2.718 -0.033  -0.416
F: 1.524 -4.553 0.320  -0.513
C: -1.867 4.041 1.607  -1.303
Ge: -0.291 2.847 1.358  0.624
C: -0.035 1.945 3.092  -0.879
C: 1.320 3.923 1.013  -1.148
C: -0.776 1.815 -0.240  -0.970
H: -1.718 4.777 2.401  0.381
H: -2.741 3.437 1.862  0.324
H: -2.089 4.576 0.681  0.357
H: 0.114 2.681 3.886  0.494
H: 0.840 1.299 3.039  0.205
H: -0.896 1.323 3.342  0.043
H: 1.447 4.725 1.745  0.381
H: 1.279 4.353 0.012  0.352
H: 2.193 3.270 1.055  0.332
H: -0.411 2.397 -1.091  0.133
H: -1.868 1.807 -0.296  0.464


3.
Here is a molecular structure, C14H40Cd2N2O8 from the OMol25 dataset. Energies are from ωB97M-V/def2-TZVPD.

As for the spin multiplicity: 1. Its LUMO energy is -10.29 eV. For the frontier orbital gap, the calculation gives 1.551 eV. Its charge is +2.

Each line ends with the Mulliken charge.
Element x y z (Å)
Cd: -3.109 3.185 -1.969  1.191
Cd: -2.985 4.260 1.103  1.153
C: -1.761 1.420 0.557  -0.388
O: -2.123 2.706 -0.043  -0.441
H: -2.434 1.178 1.378  0.069
H: -1.907 0.630 -0.181  0.174
H: -0.721 1.428 0.869  0.533
C: -4.849 5.889 -1.090  -0.634
O: -3.918 4.849 -0.723  -0.633
H: -5.879 5.528 -1.065  0.280
H: -4.789 6.736 -0.405  0.218
H: -4.624 6.281 -2.081  0.243
C: 0.067 -3.176 0.675  -0.743
O: -0.761 -3.191 1.812  -0.442
C: -1.041 -1.886 2.241  0.140
C: -1.657 -1.907 3.625  -0.916
N: -2.794 -2.819 3.799  -0.313
C: -4.160 -2.276 3.541  -0.469
C: -4.337 -0.773 3.516  -0.847
O: -3.805 -0.160 2.321  -0.248
C: -4.749 -0.109 1.293  -0.488
H: 0.306 -4.198 0.411  0.342
H: 1.003 -2.634 0.904  0.231
H: -0.387 -2.539 -0.101  0.179
H: -1.723 -1.392 1.522  -0.063
H: -0.119 -1.279 2.276  0.441
H: -1.912 -0.872 3.862  0.196
H: -0.864 -2.159 4.336  0.465
H: -2.654 -3.512 3.070  0.313
H: -4.757 -2.632 4.388  0.308
H: -4.607 -2.713 2.645  0.299
H: -3.860 -0.259 4.348  0.395
H: -5.413 -0.573 3.573  0.438
H: -5.681 0.381 1.596  0.437
H: -5.002 -1.114 0.919  0.347
H: -4.298 0.420 0.447  -0.183
C: 0.709 -0.092 -1.693  -0.514
O: 1.976 -0.419 -2.133  -0.388
C: 2.773 -0.867 -1.038  0.453
C: 3.931 -1.665 -1.582  -0.994
N: 4.892 -0.800 -2.237  -0.183
C: 6.006 -1.469 -2.899  -0.403
C: 7.093 -0.425 -3.167  -0.719
O: 7.758 -0.062 -1.978  -0.351
C: 8.878 -0.886 -1.688  -0.718
H: 0.161 0.394 -2.506  0.285
H: 0.672 0.550 -0.794  0.312
H: 0.118 -0.975 -1.386  0.165
H: 2.177 -1.510 -0.380  -0.268
H: 3.099 -0.023 -0.417  0.333
H: 3.553 -2.417 -2.274  0.314
H: 4.436 -2.181 -0.744  0.443
H: 5.202 -0.062 -1.616  0.266
H: 5.649 -1.869 -3.848  0.337
H: 6.446 -2.213 -2.218  0.271
H: 6.609 0.456 -3.592  0.354
H: 7.806 -0.825 -3.896  0.416
H: 8.686 -1.932 -1.933  0.343
H: 9.078 -0.823 -0.618  0.246
H: 9.770 -0.497 -2.187  0.262
O: -4.912 2.160 -1.215  -0.454
H: -5.467 1.401 -1.449  0.296
H: -5.520 2.847 -0.905  0.337
O: 0.619 3.837 -0.916  -0.609
H: -0.068 3.389 -0.412  0.324
H: 0.173 4.262 -1.653  0.259


Which energy above the lowest of the compared OMol25 structures with the same formula, charge and spin belongs to each record? In order, 0.0, 71.8, 116.9 kcal/mol.
Which molar mass belongs to each record? In order, 800.660, 951.391, 589.304 u.
Which max |F| belongs to each record? In order, 0.5, 2.3, 1.4 eV Å⁻¹.